Run a
An isolated molecule of C3H4O3, computed with wB97M-V/def2-TZVPD.

The SMILES is O=CCOC=O.

The geometry in ORCA input format:
```
! wB97M-V def2-TZVPD RIJCOSX def2/J DEFGRID3
* xyz 0 1
O -1.72039 1.03714 0.21583
C -0.67558 0.82738 0.77610
C 0.64272 0.66535 0.02496
O 0.48832 -0.17601 -1.11983
C 0.00738 -1.38752 -0.81389
O -0.30738 -1.73449 0.29680
H -0.60008 0.75648 1.87933
H 0.96920 1.63125 -0.37375
H 1.40939 0.24776 0.68801
H -0.04573 -2.01175 -1.71705
*
```



Run b
An isolated molecule of C3H4O3, computed with wB97M-V/def2-TZVPD.

The SMILES is O=C/C=C\OO.

The geometry in ORCA input format:
```
! wB97M-V def2-TZVPD RIJCOSX def2/J DEFGRID3
* xyz 0 1
O 2.37336 -0.51343 0.60801
C 1.17370 -0.36006 0.61776
C 0.49478 0.84357 0.09744
C -0.82008 0.89122 -0.13187
O -1.56022 -0.18666 -0.48661
O -0.61648 -1.19585 -0.95636
H 0.50642 -1.06040 1.16584
H 1.07569 1.75470 0.04500
H -1.42496 1.79037 -0.03268
H -1.20223 -1.96346 -0.92653
*
```



Run c
An isolated molecule of C3H4O3, computed with wB97M-V/def2-TZVPD.

The SMILES is O=C1COCO1.

The geometry in ORCA input format:
```
! wB97M-V def2-TZVPD RIJCOSX def2/J DEFGRID3
* xyz 0 1
O -0.29952 2.34115 -0.14405
C -0.11899 1.15798 -0.13576
C -0.85546 0.08744 0.65354
O -0.39272 -1.12922 0.11018
C 0.82561 -0.85266 -0.52832
O 0.82012 0.52562 -0.87769
H -1.93447 0.17848 0.50503
H -0.62913 0.18171 1.72418
H 0.89882 -1.45245 -1.43811
H 1.68572 -1.03806 0.13100
*
```



Which one sits at the top of the stability order? run c does.



Run a
A cluster of 2 separate species, C3H4O3 in total, computed with wB97M-V/def2-TZVPD.

The geometry in ORCA input format:
```
! wB97M-V def2-TZVPD RIJCOSX def2/J DEFGRID3
* xyz 0 1
C -0.21880 -0.59183 -1.11003
C 0.44265 0.38857 -0.18341
C -1.02708 0.92327 1.22616
O 0.90314 -0.35071 1.03961
O 1.04079 1.37731 -0.52990
O -1.61346 0.52877 2.11199
H 1.57315 0.19104 1.48178
H -0.92593 -0.05559 -1.73924
H -0.71821 -1.37694 -0.54802
H 0.54374 -1.03390 -1.74894
*
```



Run b
A structure of composition C3H4O3, computed with wB97M-V/def2-TZVPD.

The geometry in ORCA input format:
```
! wB97M-V def2-TZVPD RIJCOSX def2/J DEFGRID3
* xyz 0 1
O -0.51445 0.00284 -2.60458
C -0.29742 -0.09438 -1.44149
O -0.05344 -1.25710 -0.76663
C 0.53691 -1.12387 0.47599
C -0.20343 0.72682 0.76301
O -0.32670 0.97082 -0.58852
H -0.07975 -0.59847 1.26566
H 1.51155 -0.65522 0.39265
H -1.17760 0.80431 1.28475
H 0.57262 1.34274 1.22229
*
```



Run c
An isolated molecule of C3H4O3, computed with wB97M-V/def2-TZVPD.

The SMILES is OC#CC(O)O.

The geometry in ORCA input format:
```
! wB97M-V def2-TZVPD RIJCOSX def2/J DEFGRID3
* xyz 0 1
O -1.52487 -0.48381 -2.48758
C -0.72499 -0.47475 -1.45052
C -0.10379 0.04890 -0.52575
C 0.51318 0.24873 0.74393
O -0.19874 -0.11873 1.87380
O 1.84279 -0.12285 0.80057
H -1.68092 0.40724 -2.83409
H 0.34241 1.40251 0.49148
H -0.64012 -0.96020 1.69813
H 2.17506 0.05297 1.69004
*
```



Which one sits at the top of the stability order? run a does.



Run a
An isolated molecule of C3H4O3, computed with wB97M-V/def2-TZVPD.

The SMILES is C=C(O)C(=O)O.

The geometry in ORCA input format:
```
! wB97M-V def2-TZVPD RIJCOSX def2/J DEFGRID3
* xyz 0 1
C 1.04889 -0.30997 -0.88981
C 0.27740 0.56696 -0.27078
O 0.61204 1.98969 -0.50341
C -0.60786 -0.39246 0.83871
O -0.09426 -0.81054 1.81428
O -1.76726 -0.74894 0.23360
H 1.53717 0.00818 -1.86865
H 0.91683 -1.36536 -0.60910
H 0.36414 2.37915 0.34635
H -2.28709 -1.31672 0.90880
*
```



Run b
An isolated molecule of C3H4O3, computed with wB97M-V/def2-TZVPD.

The SMILES is O=CC(=O)CO.

The geometry in ORCA input format:
```
! wB97M-V def2-TZVPD RIJCOSX def2/J DEFGRID3
* xyz 0 1
O 1.58560 -1.05663 1.65205
C 0.45182 -1.14164 1.25763
C -0.14910 -0.40115 0.05633
O -0.88482 -1.09919 -0.61116
C 0.10991 1.01178 -0.40246
O -0.53026 1.17248 -1.69395
H -0.28563 -1.87250 1.64673
H 1.20169 1.22735 -0.19003
H -0.40163 1.76923 0.18554
H -1.09759 0.39027 -1.90068
*
```



Run c
An isolated molecule of C3H4O3, computed with wB97M-V/def2-TZVPD.

The SMILES is O=C1COCO1.

The geometry in ORCA input format:
```
! wB97M-V def2-TZVPD RIJCOSX def2/J DEFGRID3
* xyz 0 1
O -1.37855 -0.86285 -1.65064
C -0.64514 -0.26419 -0.85990
C 0.81355 -0.48208 -0.53273
O 1.00941 0.51146 0.48039
C -0.21760 0.72017 0.99706
O -1.09789 0.34305 0.22852
H 1.22704 -0.36739 -1.66453
H 0.98371 -1.48525 -0.25815
H -0.22516 0.12875 1.92584
H -0.46935 1.75833 1.33415
*
```



Run d
A structure of composition C3H4O3, computed with wB97M-V/def2-TZVPD.

The geometry in ORCA input format:
```
! wB97M-V def2-TZVPD RIJCOSX def2/J DEFGRID3
* xyz 0 1
O -2.32510 -0.27737 1.17001
C -1.23938 -0.23610 0.70792
O -0.35192 -1.28027 0.71066
C 0.60593 -1.38570 -0.24165
C 0.65587 0.88914 -0.25248
O -0.67548 0.87643 0.19327
H 1.24370 -0.13342 -0.16462
H 0.14187 -1.20529 -1.23606
H 1.25521 1.52605 0.40167
H 0.68930 1.22653 -1.28871
*
```



Which one sits at the top of the stability order? run b does.



Run a
The ion C4H10N3 with charge +1, computed with wB97M-V/def2-TZVPD.

The SMILES is C=N/C(CC)=[NH+]\N.

The geometry in ORCA input format:
```
! wB97M-V def2-TZVPD RIJCOSX def2/J DEFGRID3
* xyz 1 1
C 0.13245 -2.13199 -0.16460
N 0.32176 -0.97037 0.23871
C 0.39328 0.30119 -0.05817
C -0.97114 1.03254 -0.10661
C -2.36660 0.29142 0.12652
N 1.61447 0.87720 -0.11765
N 2.76268 0.09853 0.01280
H 0.02592 -2.92726 0.56073
H 0.08997 -2.39840 -1.21762
H -1.01775 1.49509 -1.09779
H -0.91421 1.84612 0.62050
H -2.53341 -0.45525 -0.64463
H -2.39721 -0.17095 1.10492
H -3.13100 1.05763 0.05325
H 1.69620 1.88356 -0.19840
H 2.70306 -0.50787 0.82854
H 3.59154 0.67880 0.05949
*
```



Run b
The ion C4H10N3 with charge +1, computed with wB97M-V/def2-TZVPD.

The geometry in ORCA input format:
```
! wB97M-V def2-TZVPD RIJCOSX def2/J DEFGRID3
* xyz 1 1
C -0.72149 0.82651 -1.46043
C -1.50005 0.15168 -0.43553
C 1.16493 0.70577 0.76141
C 0.25285 -1.53043 1.54462
N 0.53851 0.02573 -1.66072
N 1.18942 -0.23326 -0.39714
N 0.29093 -0.38905 0.62963
H -1.24695 0.78812 -2.46994
H -0.52618 1.87499 -1.25574
H -1.87901 0.86730 0.40798
H -2.10737 -0.70766 -0.59131
H 1.97209 0.66602 1.58481
H 0.80200 1.72754 0.51156
H 0.79821 -1.27652 2.44577
H -0.82854 -1.69306 1.70269
H 0.68755 -2.46984 0.97159
H 1.11310 0.66613 -2.28924
*
```



Which one sits at the top of the stability order? run a does.